ORCA calculation (ωB97M-V/def2-TZVPD) on a molecular structure, C33H24IN3PPdSSe2.

Net charge   -1
Total energy   -201479.9520 eV
Molecular weight   916.86 g mol⁻¹
Orbital gap   5.8874 eV
LUMO   2.1936 eV
Energy relative to the best compared isomer or geometry (same formula, charge and spin)   11.2 kcal/mol

Structure (XYZ):
```
66
Properties=species:S:1:pos:R:3:forces:R:3:mulliken_charge:R:1
Pd -0.435108 -0.029800 -1.810673 0.32 -0.18 0.39 -0.65
I 2.247322 -1.601545 -1.347727 0.54 0.08 0.15 0.43
C 3.313650 -0.379425 0.009028 -0.09 -0.28 -0.34 -0.59
C 4.627619 -0.117729 -0.287021 -0.21 -0.10 -0.07 -0.41
C 5.454010 0.562649 0.619288 0.11 0.11 0.15 -0.83
C 4.960462 0.912695 1.840541 0.08 0.00 -0.06 -0.86
C 3.606924 0.673888 2.172747 -0.13 -0.10 -0.21 0.74
C 3.150774 1.010790 3.464921 -0.10 0.06 0.13 -0.75
C 1.849812 0.809745 3.811134 0.10 0.02 0.12 -1.32
C 0.945046 0.327758 2.855491 0.19 -0.14 -0.31 0.28
C 1.318586 0.000860 1.565612 -0.06 0.16 0.29 0.00
P -0.106071 -0.385528 0.428673 -0.54 0.00 -0.09 2.17
C -1.422323 0.556911 1.298493 0.07 0.05 0.10 -0.06
C -2.550637 0.010827 1.901807 0.12 -0.06 -0.09 -0.01
C -3.504786 0.839606 2.480069 -0.08 0.02 0.06 -0.69
C -3.331086 2.214631 2.482746 -0.06 0.03 0.01 -0.63
C -2.207544 2.768797 1.881287 0.04 -0.03 -0.05 -0.49
C -1.274724 1.946527 1.275496 -0.07 -0.04 0.09 -0.21
C -0.415217 -2.127255 0.904502 0.05 -0.02 0.08 0.82
C -1.504851 -2.778234 0.328058 0.05 -0.02 0.01 -0.76
C -1.730377 -4.125338 0.559837 0.00 -0.03 -0.02 -0.74
C -0.855568 -4.847710 1.358617 0.02 0.00 0.03 -0.68
C 0.232629 -4.211314 1.934584 0.04 -0.05 0.04 -0.64
C 0.452045 -2.859565 1.712596 -0.08 0.05 0.03 -0.76
C 2.711439 0.087528 1.217639 0.09 0.12 0.15 0.56
H 5.034282 -0.473799 -1.224509 0.02 -0.01 0.02 0.44
H 6.485451 0.766712 0.360044 0.00 -0.02 0.00 0.37
H 5.594821 1.377234 2.586531 0.01 0.02 -0.02 0.37
H 3.860515 1.417884 4.176031 0.01 0.02 -0.02 0.37
H 1.494335 1.039918 4.807991 0.03 0.01 0.00 0.42
H -0.089703 0.219679 3.143776 -0.01 0.02 0.05 0.66
H -2.679923 -1.065247 1.921944 -0.01 0.04 0.03 0.38
H -4.382798 0.406057 2.944458 0.01 -0.01 -0.02 0.42
H -4.074350 2.857845 2.938085 0.00 -0.02 0.01 0.34
H -2.077966 3.843947 1.859024 0.01 0.00 0.00 0.40
H -0.409928 2.371181 0.776020 -0.03 0.06 -0.02 0.15
H -2.156013 -2.228103 -0.334790 -0.02 0.00 -0.14 0.30
H -2.558667 -4.623530 0.074636 -0.02 0.02 -0.03 0.46
H -1.007998 -5.908477 1.514615 -0.02 0.00 -0.01 0.36
H 0.928877 -4.771965 2.547523 -0.01 0.01 0.00 0.40
H 1.312887 -2.380960 2.162535 0.00 -0.03 -0.02 0.29
Se -1.614776 3.236065 -3.520780 0.31 0.21 0.06 -0.09
Se -2.740552 2.243196 -1.803026 -0.28 -0.16 0.12 -0.08
C -2.422307 0.337612 -2.342502 -0.21 0.54 -0.29 1.07
C -3.373303 -0.597676 -1.857643 -0.18 -0.15 -0.10 -0.42
C -3.699027 -1.658264 -2.663275 0.00 0.21 0.29 -0.14
C -3.106198 -1.772406 -3.929093 0.10 -0.04 -0.24 -0.50
C -2.153756 -0.857279 -4.296670 -0.17 -0.16 0.04 -0.82
N -1.817062 0.203666 -3.535201 -0.26 -0.08 -0.07 -0.56
C 0.106063 3.209711 -2.618764 -0.15 -0.09 -0.04 -0.02
C 0.533504 4.372337 -1.984442 0.03 0.03 0.00 -0.52
C 1.709840 4.342146 -1.255556 0.01 -0.08 -0.06 -0.46
C 2.440454 3.162749 -1.241861 0.08 0.09 0.03 -0.29
C 1.955654 2.076520 -1.947336 -0.06 -0.04 -0.11 -0.39
N 0.781543 2.063101 -2.590648 0.30 0.54 -0.17 -0.29
H -3.845807 -0.426446 -0.897550 0.02 -0.08 0.04 0.32
H -4.409650 -2.403469 -2.326471 -0.02 0.02 0.00 0.36
H -3.366264 -2.590522 -4.584929 0.06 -0.01 -0.01 0.42
H -1.636271 -0.932996 -5.246627 0.03 -0.05 0.04 0.32
H -0.064382 5.268823 -2.067485 -0.02 0.00 0.06 0.41
H 2.057183 5.220587 -0.726124 -0.01 0.01 0.00 0.39
H 3.378784 3.077638 -0.708157 0.00 0.00 0.00 0.40
H 2.540141 1.170602 -2.017141 -0.06 -0.08 0.08 0.71
S -1.247167 -4.943366 -3.225132 -0.37 -0.76 -0.15 -0.52
C -0.624278 -3.485871 -2.884731 0.41 0.88 0.25 0.09
N -0.188194 -2.424589 -2.640529 0.06 -0.53 -0.21 -0.45
```
Positions in Å, forces in eV/Å.